Entry 1:
Density functional theory data (ωB97M-V with the def2-TZVPD basis set) for C32H46Cl2MoO5P4 as an isolated structure in a non-equilibrium geometry.

Values from the calculation:
gap between HOMO and LUMO (spin up / spin down) = 6.34 / 5.90 eV
energy above the lowest of the compared OMol25 structures with the same formula, charge and spin = 15.4 kJ/mol
net charge = +2
2S+1 = 3

Positions of all 90 atoms, in Å:
P: 1.395 1.108 -2.432
C: 3.115 1.545 -2.639
C: 3.903 0.899 -3.608
H: 3.472 0.105 -4.218
C: 5.234 1.275 -3.776
H: 5.846 0.771 -4.523
C: 5.783 2.296 -2.996
H: 6.828 2.584 -3.125
C: 4.989 2.956 -2.053
H: 5.404 3.763 -1.453
C: 3.656 2.591 -1.874
H: 3.025 3.101 -1.146
C: 1.066 -0.497 -3.155
C: 1.772 -1.608 -2.660
H: 2.602 -1.455 -1.968
C: 1.388 -2.890 -3.047
H: 1.930 -3.748 -2.651
C: 0.330 -3.061 -3.944
H: 0.033 -4.067 -4.244
C: -0.327 -1.953 -4.485
H: -1.128 -2.082 -5.213
C: 0.042 -0.664 -4.104
H: -0.450 0.210 -4.536
C: 0.312 2.371 -3.107
C: 0.622 2.896 -4.375
H: 1.492 2.525 -4.920
C: -0.184 3.891 -4.925
H: 0.051 4.288 -5.912
C: -1.286 4.374 -4.212
H: -1.911 5.159 -4.639
C: -1.590 3.859 -2.949
H: -2.444 4.229 -2.382
C: -0.794 2.858 -2.393
H: -0.997 2.477 -1.390
Mo: 0.407 0.304 1.615
C: -1.260 -1.019 1.625
C: -1.834 -1.349 0.427
H: -1.661 -1.435 2.560
C: -1.267 -0.655 -0.810
O: -2.358 0.074 -1.468
H: -2.004 0.652 -2.172
C: -0.219 0.239 -0.287
H: -0.815 -1.374 -1.531
C: 0.921 0.883 -0.609
Cl: 2.290 1.608 2.391
P: -1.078 1.683 2.900
P: 1.507 -1.614 2.552
C: -0.395 2.581 4.313
H: 0.553 3.045 4.023
H: -0.221 1.886 5.155
H: -1.126 3.345 4.610
C: -1.595 2.957 1.702
H: -2.174 2.487 0.896
H: -0.711 3.442 1.268
H: -2.216 3.699 2.223
C: -2.647 1.082 3.577
H: -2.486 0.515 4.507
H: -3.148 0.447 2.840
H: -3.271 1.959 3.794
C: 2.010 -1.408 4.278
H: 1.113 -1.468 4.919
H: 2.474 -0.426 4.415
H: 2.715 -2.208 4.536
C: 0.717 -3.242 2.579
H: 0.297 -3.470 1.592
H: -0.091 -3.236 3.320
H: 1.465 -4.000 2.846
C: 3.045 -1.849 1.621
H: 3.627 -0.920 1.637
H: 2.802 -2.104 0.582
H: 3.616 -2.666 2.083
P: -3.209 -2.514 0.199
C: -3.514 -3.372 1.726
C: -2.683 -3.636 -1.097
H: -3.738 -2.663 2.534
H: -2.648 -3.986 2.008
H: -4.382 -4.025 1.568
H: -2.286 -3.082 -1.958
H: -3.550 -4.229 -1.415
H: -1.904 -4.310 -0.717
C: -4.599 -1.545 -0.360
H: -5.078 -1.050 0.494
H: -5.318 -2.206 -0.858
H: -4.213 -0.787 -1.053
H: 1.556 1.477 0.093
O: -2.275 0.036 6.685
Cl: -0.927 -0.524 6.702
O: 0.066 0.561 6.632
O: -0.697 -1.330 7.883
O: -0.766 -1.365 5.481

Cartesian forces, eV/Å:
P 0.0 -0.1 0.8
C 0.3 0.1 -0.1
C -0.1 0.0 0.2
H 0.2 0.2 0.1
C 0.0 0.1 0.1
H -0.2 0.1 0.2
C -0.3 -0.1 0.0
H -0.3 -0.1 0.0
C -0.2 0.0 0.1
H -0.1 -0.2 -0.1
C 0.1 -0.2 -0.1
H 0.3 0.0 -0.1
C -0.2 -0.2 -0.3
C -0.3 0.0 0.0
H -0.2 -0.1 -0.1
C 0.2 0.2 0.1
H -0.2 0.1 -0.2
C -0.1 0.1 -0.1
H 0.1 0.3 0.1
C 0.0 0.0 0.0
H 0.2 0.0 0.2
C 0.2 0.0 0.3
H 0.0 -0.3 0.2
C -0.1 0.3 -0.1
C -0.1 -0.1 0.1
H -0.2 0.2 0.1
C 0.0 -0.1 0.1
H -0.1 -0.1 0.3
C 0.0 -0.1 0.1
H 0.2 -0.2 0.1
C 0.1 -0.2 0.0
H 0.2 0.0 -0.2
C 0.2 0.0 -0.1
H -0.1 0.2 -0.3
Mo 0.5 0.9 0.4
C -0.7 -0.3 -0.8
C 0.2 0.1 0.6
H 0.1 -0.1 -0.3
C -1.1 -0.2 -1.0
O 1.1 -0.1 0.1
H -0.1 -0.4 0.3
C 1.6 0.2 1.2
H -0.3 0.3 0.3
C -0.5 0.4 -2.8
Cl -0.2 -0.2 -0.1
P -1.0 0.7 1.7
P 0.6 -0.9 1.4
C 0.4 0.1 -0.1
H -0.2 0.0 0.1
H -0.1 0.2 -0.3
H 0.2 -0.2 0.0
C 0.2 -0.1 -0.4
H 0.0 0.1 0.2
H -0.2 0.1 0.1
H 0.2 -0.2 -0.2
C -0.1 -0.4 -0.2
H 0.0 0.2 -0.2
H -0.1 0.1 0.1
H 0.1 -0.2 0.0
C 0.0 0.3 0.1
H 0.3 0.0 -0.2
H 0.0 -0.2 0.0
H -0.1 0.2 -0.1
C -0.3 -0.1 -0.4
H 0.1 -0.1 0.1
H 0.2 0.0 -0.1
H -0.2 0.2 0.0
C 0.0 0.1 -0.3
H -0.1 -0.2 0.0
H 0.2 0.0 0.1
H -0.1 0.2 -0.2
P 1.2 1.1 0.0
C -0.2 -0.3 0.2
C -0.2 -0.4 -0.1
H 0.0 -0.1 -0.2
H -0.2 0.2 -0.1
H 0.2 0.1 0.2
H -0.2 -0.1 0.2
H 0.3 0.0 0.0
H -0.2 0.2 -0.1
C -0.5 -0.2 -0.1
H 0.1 -0.1 -0.2
H 0.0 0.2 0.1
H -0.2 -0.3 0.2
H -0.3 -0.4 -0.1
O 1.0 -0.3 -0.1
Cl 0.2 -0.1 0.6
O -0.8 -0.9 -0.1
O -0.3 0.8 -1.3
O -0.2 0.5 0.4

Atomic partial charges in e from the Löwdin method, atoms 1 to 4: 1.126 -0.324 -0.069 0.112


Entry 2:
Density functional theory data (ωB97M-V with the def2-TZVPD basis set) for C32H46CrGeIN4O5P as an isolated structure in a non-equilibrium geometry.

Values from the calculation:
gap between HOMO and LUMO (spin up / spin down) = 4.23 / 4.22 eV
energy above the lowest of the compared OMol25 structures with the same formula, charge and spin = 206.8 kJ/mol
net charge = -2
2S+1 = 5

Positions of all 91 atoms, in Å:
Cr: 1.046 -0.148 1.480
C: 1.405 -1.290 5.547
C: 1.793 -2.638 5.470
C: 1.943 -3.207 4.239
C: 1.739 -2.440 3.057
N: 1.344 -1.118 3.154
C: 1.196 -0.602 4.366
C: 1.982 -2.875 1.751
C: 2.470 -4.170 1.415
C: 2.805 -4.469 0.127
C: 2.644 -3.474 -0.855
C: 2.153 -2.239 -0.468
N: 1.805 -1.906 0.765
H: 1.280 -0.802 6.503
H: 1.980 -3.203 6.374
H: 2.230 -4.244 4.148
H: 0.916 0.439 4.397
H: 2.586 -4.909 2.195
H: 3.215 -5.438 -0.138
H: 2.894 -3.659 -1.889
H: 2.054 -1.456 -1.229
O: 0.372 1.455 2.337
C: 0.124 2.624 2.770
C: -0.251 2.840 4.127
C: -0.451 4.092 4.644
C: -0.331 5.219 3.831
C: -0.038 5.054 2.496
C: 0.182 3.796 1.931
C: 0.386 3.632 0.520
N: 0.507 2.498 -0.150
C: 0.528 2.832 -1.465
C: 0.450 4.183 -1.619
N: 0.366 4.697 -0.350
H: -0.385 1.972 4.758
H: -0.699 4.212 5.690
H: -0.487 6.209 4.240
H: 0.009 5.942 1.874
H: 0.579 2.093 -2.240
H: 0.469 4.811 -2.488
H: 0.288 5.669 -0.111
C: 2.213 -1.391 -5.217
Ge: 1.403 0.152 -4.194
C: 2.256 1.774 -5.066
C: -0.555 0.174 -4.625
C: 1.734 0.072 -2.335
H: 2.062 -1.299 -6.291
H: 1.774 -2.333 -4.895
H: 3.283 -1.445 -5.030
H: 2.250 1.734 -6.151
H: 3.290 1.860 -4.742
H: 1.739 2.677 -4.754
H: -0.818 -0.466 -5.465
H: -0.876 1.187 -4.858
H: -1.105 -0.161 -3.751
H: 2.572 0.642 -1.955
H: 0.867 0.092 -1.688
I: 3.922 1.123 3.258
C: 2.979 0.592 1.343
H: 3.754 -0.044 0.905
H: 3.024 1.550 0.819
C: -0.596 -3.213 -2.603
C: -1.575 -2.912 -1.465
C: -3.009 -3.218 -1.915
C: -1.242 -3.765 -0.243
O: -1.441 -1.535 -1.178
P: -2.040 -0.932 0.218
O: -3.327 -1.575 0.609
O: -0.951 -0.927 1.249
O: -2.260 0.573 -0.385
C: -3.288 1.404 0.116
C: -3.258 1.449 1.642
C: -4.652 0.894 -0.361
C: -3.040 2.803 -0.462
H: -0.600 -4.278 -2.830
H: 0.404 -2.909 -2.312
H: -0.875 -2.659 -3.496
H: -3.125 -4.286 -2.096
H: -3.247 -2.669 -2.824
H: -3.684 -2.906 -1.123
H: -1.281 -4.825 -0.494
H: -1.961 -3.549 0.542
H: -0.248 -3.513 0.116
H: -3.522 0.468 2.027
H: -3.957 2.194 2.025
H: -2.250 1.693 1.965
H: -4.733 -0.152 -0.082
H: -4.725 0.982 -1.443
H: -5.449 1.465 0.112
H: -2.176 3.263 0.007
H: -3.907 3.442 -0.299
H: -2.849 2.722 -1.530

Cartesian forces, eV/Å:
Cr -0.6 0.7 -0.6
C -0.1 0.3 -0.1
C 0.0 -0.2 -0.3
C 0.0 0.0 0.0
C 0.0 0.0 0.1
N 0.0 -0.6 0.8
C -0.1 0.4 0.8
C 0.1 -0.1 -0.4
C -0.1 0.2 0.3
C 0.0 0.4 -0.4
C 0.1 -0.3 0.4
C 0.2 0.0 -0.6
N 0.1 -1.3 0.6
H 0.0 0.1 -0.1
H 0.0 -0.1 0.0
H 0.1 0.0 0.0
H 0.0 0.0 -0.1
H 0.0 0.0 0.0
H -0.1 -0.1 0.1
H 0.0 0.1 -0.1
H -0.1 0.1 -0.3
O -0.1 -0.9 0.2
C 0.0 1.2 0.0
C 0.1 -0.4 -0.2
C 0.0 0.4 -0.1
C -0.1 0.1 0.4
C 0.0 -0.2 -0.2
C -0.1 -0.5 1.1
C 0.2 0.1 -0.9
N -0.1 0.0 0.5
C -0.2 0.6 -0.7
C 0.0 -0.1 -0.1
N 0.0 -0.2 0.3
H 0.0 -0.1 0.0
H -0.1 0.0 0.1
H 0.0 0.0 0.0
H 0.0 0.0 0.0
H 0.2 -0.2 0.0
H 0.0 0.1 -0.1
H 0.0 -0.1 0.0
C -0.2 0.4 0.0
Ge 0.3 0.0 0.5
C -0.2 -0.4 0.1
C 0.4 0.0 0.0
C 0.0 -0.3 -1.1
H 0.0 0.0 -0.3
H -0.1 -0.1 0.2
H 0.2 0.1 0.1
H 0.0 0.0 -0.3
H 0.2 -0.1 0.1
H -0.1 0.1 0.1
H 0.0 -0.1 -0.2
H 0.0 0.2 0.0
H -0.1 0.0 0.2
H 0.2 0.3 0.1
H -0.3 0.1 0.1
I 0.0 0.1 -0.2
C 0.5 0.3 0.1
H -0.3 -0.1 0.1
H -0.3 -0.1 0.0
C -0.2 0.2 0.3
C -0.1 -1.1 -0.5
C 0.1 0.2 0.1
C 0.1 0.1 -0.1
O -0.2 0.6 0.7
P -0.4 0.3 -1.2
O 0.4 0.1 0.1
O 1.1 0.5 0.3
O 0.4 -0.9 0.2
C -0.8 0.8 0.2
C 0.1 0.0 -0.2
C 0.3 -0.1 0.0
C 0.1 -0.4 0.1
H 0.0 -0.1 0.0
H 0.1 0.0 0.0
H 0.0 0.1 -0.1
H 0.0 -0.1 -0.1
H 0.0 0.1 -0.1
H -0.2 -0.1 0.0
H 0.0 -0.1 0.0
H 0.0 -0.1 0.2
H 0.2 -0.1 0.1
H -0.1 -0.1 0.2
H 0.0 0.0 0.0
H 0.1 0.1 0.1
H -0.2 -0.1 0.0
H 0.0 0.0 -0.2
H -0.1 0.1 0.0
H 0.2 0.1 0.0
H -0.1 0.0 0.0
H 0.0 0.0 -0.1

Atomic partial charges in e from the Löwdin method, atoms 1 to 4: 0.812 -0.100 -0.111 -0.033


Entry 3:
Density functional theory data (ωB97M-V with the def2-TZVPD basis set) for C32H46N3O2PtSi4Te as an isolated structure in a non-equilibrium geometry.

Values from the calculation:
gap between HOMO and LUMO = 4.77 eV
energy above the lowest of the compared OMol25 structures with the same formula, charge and spin = 38.5 kJ/mol
net charge = +1

Positions of all 89 atoms, in Å:
Pt: -0.015 -0.400 -0.033
C: -4.257 0.643 -0.391
O: -3.414 1.809 -0.257
C: -2.175 1.377 -0.140
N: -1.985 0.094 -0.185
C: -3.281 -0.564 -0.370
C: -3.673 -1.526 0.728
C: -2.949 -1.639 1.907
C: -3.401 -2.462 2.927
C: -4.568 -3.193 2.767
C: -5.290 -3.089 1.588
C: -4.847 -2.256 0.575
C: -1.039 2.277 -0.031
C: -0.996 3.650 -0.193
C: 0.246 4.274 -0.208
C: 1.408 3.516 -0.154
C: 1.296 2.145 0.005
N: 0.089 1.577 0.160
C: 2.327 1.123 -0.018
N: 1.997 -0.132 -0.031
C: 3.218 -0.930 0.094
C: 4.314 0.140 -0.122
O: 3.615 1.401 -0.032
C: 3.365 -1.599 1.456
C: 2.356 -1.588 2.412
C: 2.554 -2.178 3.652
C: 3.762 -2.790 3.947
C: 4.772 -2.810 2.997
C: 4.574 -2.217 1.760
H: -4.823 0.729 -1.315
H: -4.939 0.619 0.457
H: -3.267 -1.086 -1.330
H: -2.034 -1.076 2.040
H: -2.847 -2.514 3.854
H: -4.923 -3.833 3.564
H: -6.203 -3.655 1.457
H: -5.422 -2.171 -0.340
H: -1.913 4.206 -0.335
H: 0.307 5.348 -0.311
H: 2.383 3.972 -0.255
H: 3.242 -1.686 -0.694
H: 4.781 0.074 -1.105
H: 5.075 0.114 0.653
H: 1.410 -1.110 2.199
H: 1.765 -2.148 4.392
H: 3.915 -3.254 4.912
H: 5.719 -3.281 3.221
H: 5.368 -2.245 1.022
C: 2.404 -7.718 -1.085
Si: 2.062 -5.883 -1.397
C: 3.567 -4.896 -0.821
C: 1.787 -5.582 -3.243
Si: 0.082 -5.223 -0.205
Te: -0.098 -2.773 -1.010
Si: 0.266 -6.148 1.986
C: 2.091 -6.071 2.479
C: -0.273 -7.940 1.678
C: -0.737 -5.581 3.487
Si: -1.784 -6.029 -1.488
C: -1.618 -7.880 -1.844
C: -3.306 -5.684 -0.420
C: -1.990 -5.156 -3.153
H: 3.173 -8.080 -1.772
H: 1.515 -8.334 -1.235
H: 2.765 -7.892 -0.071
H: 4.438 -5.104 -1.448
H: 3.835 -5.134 0.209
H: 3.365 -3.826 -0.872
H: 2.728 -5.641 -3.793
H: 1.358 -4.592 -3.415
H: 1.108 -6.324 -3.667
H: 2.699 -6.751 1.881
H: 2.230 -6.339 3.529
H: 2.484 -5.064 2.342
H: 0.051 -8.304 0.701
H: -1.360 -8.030 1.722
H: 0.144 -8.611 2.432
H: -0.307 -4.705 3.975
H: -0.758 -6.391 4.220
H: -1.766 -5.352 3.217
H: -1.505 -8.470 -0.934
H: -0.760 -8.083 -2.488
H: -2.510 -8.243 -2.361
H: -3.167 -6.044 0.602
H: -4.202 -6.162 -0.825
H: -3.491 -4.611 -0.367
H: -1.081 -5.223 -3.753
H: -2.218 -4.098 -3.020
H: -2.801 -5.608 -3.727

Cartesian forces, eV/Å:
Pt 0.2 -0.7 -0.1
C -0.3 -0.4 -0.1
O 0.4 0.6 0.0
C -0.8 -1.2 0.0
N -0.1 0.6 0.3
C -0.3 -0.2 0.1
C 0.3 -0.1 0.1
C 0.0 0.1 -0.1
C 0.0 0.0 0.0
C 0.0 0.0 0.1
C 0.0 0.0 0.0
C 0.0 0.0 -0.1
C 0.8 0.4 0.3
C -0.2 0.0 0.0
C -0.1 -0.1 0.0
C 0.3 0.0 0.0
C -0.9 0.5 0.3
N 0.1 0.8 -0.8
C 0.8 -1.3 0.0
N 0.0 0.6 0.4
C 0.4 -0.2 0.3
C 0.2 -0.5 -0.2
O -0.4 0.7 0.0
C -0.3 0.0 0.0
C 0.0 0.1 -0.1
C 0.1 0.0 0.0
C -0.1 0.0 0.1
C 0.1 0.0 0.0
C 0.0 -0.1 -0.1
H 0.1 0.1 0.0
H 0.0 0.1 0.0
H 0.1 0.0 0.1
H 0.0 0.0 0.0
H 0.0 -0.1 0.0
H 0.0 0.0 0.0
H 0.0 0.0 0.0
H 0.0 0.0 0.0
H 0.0 0.0 0.0
H 0.0 0.0 0.0
H 0.0 0.0 0.0
H -0.1 0.1 0.0
H -0.1 0.1 0.0
H 0.0 0.1 0.0
H -0.1 0.0 0.0
H 0.0 0.0 0.0
H 0.0 0.0 0.0
H 0.0 0.0 0.0
H 0.0 0.0 0.0
C 0.0 0.2 -0.1
Si -0.1 0.0 0.2
C -0.1 0.0 0.0
C 0.0 0.0 0.2
Si 0.1 0.0 -0.3
Te -0.2 -0.4 -0.5
Si 0.1 -0.3 0.3
C -0.2 -0.1 -0.1
C 0.1 0.2 -0.1
C 0.0 0.2 -0.4
Si -0.2 0.0 0.2
C 0.0 0.2 0.2
C 0.1 -0.1 -0.1
C 0.2 0.0 0.2
H 0.0 0.0 0.0
H 0.0 0.0 0.0
H 0.0 0.0 0.0
H 0.0 0.0 0.0
H 0.0 0.0 0.0
H -0.1 0.0 0.0
H 0.0 0.0 0.0
H 0.0 0.0 0.0
H 0.0 0.0 0.0
H 0.0 0.0 0.0
H -0.1 0.0 0.0
H 0.0 0.1 0.0
H 0.0 0.0 0.0
H 0.0 0.0 0.0
H 0.0 0.1 0.1
H 0.0 0.1 -0.1
H 0.1 -0.1 -0.1
H -0.1 0.0 0.0
H 0.0 0.0 0.0
H 0.0 0.0 0.0
H 0.0 0.1 0.0
H 0.0 0.0 0.0
H 0.0 0.0 0.0
H 0.0 0.1 0.0
H 0.0 0.0 0.0
H 0.0 0.0 0.0
H 0.0 -0.1 0.1

Atomic partial charges in e from the Löwdin method, atoms 1 to 4: 0.754 -0.027 0.072 -0.288